1.
{
  "formula": "C36H32F33NO4S",
  "method": "ωB97M-V/def2-TZVPD",
  "symbols": ["C", "C", "C", "C", "C", "C", "C", "F", "C", "C", "C", "S", "C", "C", "C", "C", "C", "C", "N", "H", "H", "H", "H", "H", "H", "H", "H", "H", "H", "H", "H", "H", "H", "H", "H", "F", "C", "F", "C", "F", "F", "C", "O", "C", "F", "F", "C", "F", "F", "H", "H", "H", "H", "F", "C", "F", "C", "F", "F", "C", "O", "C", "F", "F", "C", "F", "F", "H", "H", "H", "H", "F", "C", "F", "C", "F", "F", "C", "O", "C", "F", "F", "C", "F", "F", "H", "H", "H", "H", "F", "C", "F", "C", "F", "F", "C", "O", "C", "F", "F", "C", "F", "F", "H", "H", "H", "H"],
  "xyz": [[-3.058, 0.727, -0.657], [-1.684, 0.366, -0.167], [-0.699, 0.162, -1.132], [0.612, -0.171, -0.822], [1.581, -0.360, -1.960], [1.402, -1.711, -2.667], [1.493, -2.924, -1.743], [0.246, -3.576, -1.657], [0.957, -0.313, 0.528], [-0.013, -0.115, 1.498], [-1.323, 0.220, 1.170], [0.463, -0.249, 3.198], [1.559, -1.621, 3.017], [1.596, -2.659, 3.942], [2.471, -3.720, 3.751], [3.305, -3.739, 2.643], [3.280, -2.700, 1.728], [2.390, -1.646, 1.904], [2.271, -0.610, 0.958], [-3.022, 1.658, -1.225], [-3.789, 0.849, 0.137], [-3.390, -0.056, -1.340], [-0.967, 0.304, -2.174], [1.429, 0.434, -2.692], [2.621, -0.270, -1.637], [2.166, -1.796, -3.440], [0.414, -1.738, -3.127], [1.765, -2.666, -0.716], [2.192, -3.667, -2.128], [-2.034, 0.379, 1.969], [0.925, -2.644, 4.792], [2.491, -4.553, 4.441], [3.948, -4.595, 2.482], [3.900, -2.721, 0.838], [2.917, -0.725, 0.191], [-4.483, 5.785, 4.363], [-4.208, 5.549, 5.661], [-3.733, 6.688, 6.210], [-3.143, 4.458, 5.801], [-1.977, 4.885, 5.278], [-2.974, 4.313, 7.149], [-3.485, 3.059, 5.275], [-2.986, 2.717, 3.998], [-3.676, 2.954, 2.848], [-4.917, 3.416, 3.069], [-3.793, 1.765, 2.199], [-2.889, 3.858, 1.886], [-2.638, 5.048, 2.462], [-3.644, 4.060, 0.782], [-5.125, 5.260, 6.182], [-2.969, 2.380, 5.952], [-4.553, 2.855, 5.363], [-1.950, 3.375, 1.606], [0.961, -8.127, -0.148], [1.477, -6.892, -0.002], [2.612, -6.988, 0.730], [0.502, -5.968, 0.731], [0.313, -6.409, 1.992], [1.154, -4.771, 0.796], [-0.842, -5.666, 0.057], [-1.961, -6.410, 0.502], [-2.319, -7.597, -0.058], [-1.571, -7.915, -1.130], [-3.602, -7.482, -0.482], [-2.321, -8.734, 0.974], [-1.098, -8.879, 1.516], [-2.654, -9.885, 0.348], [1.725, -6.481, -0.984], [-1.066, -4.641, 0.345], [-0.750, -5.676, -1.029], [-3.048, -8.520, 1.760], [3.703, 2.755, -0.134], [2.353, 2.763, -0.083], [1.887, 2.844, -1.352], [1.830, 3.960, 0.710], [2.142, 5.112, 0.084], [0.467, 3.821, 0.679], [2.202, 4.029, 2.196], [3.279, 4.874, 2.547], [4.570, 4.436, 2.586], [4.677, 3.115, 2.372], [5.048, 4.686, 3.829], [5.465, 5.232, 1.626], [5.021, 5.113, 0.360], [6.719, 4.730, 1.691], [1.999, 1.835, 0.369], [1.337, 4.488, 2.673], [2.312, 3.028, 2.617], [5.475, 6.284, 1.913], [0.527, 2.903, -5.653], [-0.450, 2.870, -4.727], [0.119, 2.770, -3.507], [-1.351, 1.649, -4.933], [-0.642, 0.518, -4.719], [-2.286, 1.742, -3.939], [-2.143, 1.544, -6.242], [-1.606, 0.714, -7.250], [-0.735, 1.178, -8.193], [-0.544, 2.505, -8.111], [-1.272, 0.919, -9.408], [0.598, 0.417, -8.152], [1.174, 0.545, -6.941], [1.424, 0.945, -9.081], [-1.035, 3.792, -4.775], [-3.072, 1.052, -5.960], [-2.402, 2.533, -6.622], [0.429, -0.639, -8.367]],
  "forces_ev_per_angstrom": [[-0.03, -0.05, 0.00], [0.29, 0.04, -0.01], [0.00, 0.14, 0.17], [-0.07, 0.05, -0.03], [0.09, -0.16, 0.00], [0.06, -0.03, 0.32], [-0.11, -0.07, 0.01], [0.16, 0.17, -0.10], [-0.02, 0.03, -0.25], [-0.27, 0.09, 0.24], [0.05, -0.03, -0.30], [0.00, 0.10, 0.07], [-0.04, -0.13, 0.17], [0.02, -0.07, -0.10], [0.00, 0.02, 0.01], [0.11, -0.01, 0.07], [-0.15, 0.01, -0.08], [0.11, -0.11, 0.07], [0.12, -0.03, -0.21], [-0.02, 0.03, 0.00], [0.04, -0.12, -0.01], [-0.18, 0.06, 0.02], [0.05, -0.07, 0.01], [0.02, 0.02, 0.05], [0.00, 0.08, 0.01], [-0.15, -0.01, -0.17], [0.04, -0.04, -0.17], [0.00, -0.03, -0.12], [0.02, 0.01, 0.06], [-0.04, -0.11, -0.04], [0.01, 0.02, -0.03], [-0.05, 0.07, 0.06], [0.07, 0.08, -0.03], [0.05, -0.04, 0.06], [0.01, 0.01, 0.03], [0.00, 0.01, -0.04], [0.00, 0.00, 0.07], [-0.02, 0.02, -0.03], [0.10, 0.04, -0.13], [-0.02, -0.01, 0.02], [0.00, -0.02, 0.04], [-0.14, -0.43, 0.20], [0.25, 0.44, -0.08], [0.08, -0.17, -0.02], [0.02, 0.03, 0.01], [-0.33, 0.02, 0.17], [0.04, -0.05, -0.01], [-0.02, 0.04, 0.00], [0.02, 0.03, -0.02], [-0.01, 0.00, -0.02], [0.00, -0.01, -0.01], [-0.03, 0.14, -0.05], [-0.01, 0.01, 0.00], [0.00, -0.05, 0.02], [0.04, 0.07, -0.02], [0.01, -0.04, -0.02], [-0.18, -0.05, 0.06], [0.02, 0.01, -0.02], [0.04, 0.04, 0.05], [-0.19, 0.36, -0.29], [0.23, -0.32, 0.38], [-0.10, 0.13, -0.07], [0.03, -0.01, 0.00], [-0.05, 0.01, -0.13], [-0.04, 0.02, 0.01], [0.03, -0.02, -0.02], [0.00, -0.03, 0.03], [-0.02, -0.01, -0.01], [-0.01, -0.01, -0.01], [0.07, -0.12, 0.07], [0.01, 0.00, 0.01], [0.00, 0.05, 0.00], [-0.08, -0.08, -0.04], [0.04, 0.00, 0.02], [0.22, 0.16, -0.03], [-0.04, -0.04, 0.03], [-0.09, -0.01, 0.01], [-0.27, -0.12, 0.46], [0.09, 0.16, -0.49], [-0.03, -0.01, 0.18], [-0.01, -0.01, -0.02], [0.02, -0.09, 0.08], [0.01, 0.03, 0.03], [0.01, -0.03, -0.02], [0.01, 0.02, -0.03], [0.04, 0.01, 0.02], [0.01, 0.01, 0.02], [0.06, -0.05, -0.13], [0.00, 0.00, -0.01], [0.04, -0.01, -0.01], [-0.04, 0.01, 0.05], [0.03, 0.02, -0.03], [0.12, -0.15, -0.03], [-0.01, 0.02, -0.01], [-0.08, 0.01, 0.01], [-0.48, 0.09, -0.14], [0.40, -0.14, 0.29], [-0.15, 0.00, -0.12], [0.01, 0.01, 0.03], [-0.05, 0.09, -0.06], [-0.02, -0.04, -0.04], [0.02, 0.03, 0.02], [0.02, -0.02, 0.02], [0.02, 0.01, -0.01], [0.00, 0.00, 0.00], [0.14, 0.05, 0.04], [0.01, 0.00, 0.01]],
  "total_energy_ha": -5440.55364,
  "max_force_ev_per_a": 0.5
}

=====

2.
{
  "formula": "C35H30F2O2P",
  "method": "ωB97M-V/def2-TZVPD",
  "symbols": ["F", "C", "C", "C", "C", "C", "C", "C", "C", "C", "C", "C", "F", "C", "C", "H", "H", "H", "H", "H", "H", "H", "H", "H", "C", "C", "O", "C", "C", "P", "C", "C", "C", "C", "C", "C", "C", "C", "C", "C", "C", "C", "C", "C", "C", "C", "C", "C", "O", "H", "H", "H", "H", "H", "H", "H", "H", "H", "H", "H", "H", "H", "H", "H", "H", "H", "H", "H", "H", "H"],
  "xyz": [[2.824, -1.747, -5.302], [2.993, -1.695, -3.935], [3.940, -2.512, -3.335], [4.173, -2.318, -1.970], [3.447, -1.366, -1.252], [2.367, -0.686, -1.835], [1.438, 0.167, -0.898], [0.879, 1.368, -1.651], [1.171, 2.678, -1.235], [0.827, 3.763, -2.035], [0.186, 3.555, -3.262], [-0.186, 2.258, -3.595], [-0.824, 2.031, -4.797], [0.085, 1.157, -2.779], [2.205, -0.794, -3.217], [4.468, -3.264, -3.917], [4.920, -2.923, -1.451], [3.757, -1.111, -0.232], [2.111, 0.593, -0.144], [1.708, 2.821, -0.297], [1.068, 4.768, -1.696], [-0.018, 4.373, -3.951], [-0.263, 0.156, -3.051], [1.508, -0.189, -3.795], [3.659, -4.094, 1.064], [2.616, -3.174, 1.633], [1.873, -2.580, 0.526], [1.216, -1.480, 0.924], [0.465, -0.673, -0.173], [-0.985, 0.166, 0.657], [-0.592, 1.716, 1.495], [-1.534, 2.766, 1.529], [-1.380, 3.827, 2.416], [-0.270, 3.871, 3.263], [0.698, 2.864, 3.203], [0.548, 1.803, 2.314], [-2.453, 0.565, -0.343], [-3.696, -0.085, -0.187], [-4.755, 0.207, -1.043], [-4.571, 1.101, -2.098], [-3.367, 1.802, -2.219], [-2.369, 1.619, -1.267], [-1.648, -0.929, 1.947], [-1.930, -0.438, 3.230], [-2.617, -1.239, 4.146], [-3.005, -2.534, 3.799], [-2.665, -3.044, 2.543], [-1.968, -2.258, 1.622], [1.221, -1.140, 2.100], [4.077, -4.664, 1.899], [3.279, -4.791, 0.311], [4.491, -3.527, 0.636], [1.909, -3.696, 2.291], [3.095, -2.362, 2.192], [-0.026, -1.410, -0.847], [-2.411, 2.753, 0.882], [-2.143, 4.608, 2.446], [-0.161, 4.690, 3.974], [1.573, 2.882, 3.856], [1.290, 1.008, 2.282], [-3.830, -0.813, 0.610], [-5.719, -0.284, -0.898], [-5.363, 1.263, -2.834], [-3.201, 2.487, -3.058], [-1.492, 2.273, -1.256], [-1.596, 0.564, 3.513], [-2.846, -0.835, 5.133], [-3.559, -3.152, 4.512], [-2.943, -4.060, 2.266], [-1.695, -2.658, 0.641]],
  "forces_ev_per_angstrom": [[0.09, -0.03, 1.34], [-0.01, 0.18, -0.49], [-0.28, 0.08, 0.14], [-0.10, 0.24, -0.09], [0.21, 0.08, -0.17], [0.27, 0.23, 0.37], [2.10, 1.61, -1.53], [-0.43, -0.01, 0.16], [0.20, -0.51, -0.24], [-0.24, -0.19, -0.07], [-0.05, -0.24, 0.09], [-0.22, -0.35, -0.56], [0.46, 0.26, 1.23], [0.15, 0.57, -0.43], [0.01, -0.40, -0.50], [-0.04, 0.25, 0.12], [-0.11, 0.31, -0.30], [-0.29, -0.35, -0.31], [-0.03, 0.01, -0.03], [-0.07, 0.06, -0.27], [-0.01, -0.15, -0.20], [-0.03, -0.19, 0.19], [0.05, 0.51, -0.02], [0.32, -0.36, 0.24], [0.42, -0.19, 0.06], [0.27, -0.22, -0.05], [-1.03, 0.93, 0.36], [-0.05, -0.51, 1.38], [-1.53, -2.34, 0.75], [-0.89, 0.70, 1.23], [0.31, 0.55, 0.25], [-0.05, -0.29, 0.03], [0.23, -0.08, 0.00], [0.02, -0.09, -0.01], [-0.07, 0.06, -0.17], [-0.11, -0.06, -0.05], [-0.26, 0.14, -0.40], [0.49, -0.18, 0.00], [0.02, 0.10, -0.03], [0.17, -0.01, -0.14], [-0.21, 0.13, 0.14], [0.37, -0.24, -0.34], [0.16, -0.45, 0.15], [-0.01, 0.00, -0.21], [0.10, 0.06, -0.12], [0.10, 0.10, -0.10], [0.18, 0.03, -0.15], [-0.17, 0.27, 0.18], [-0.23, 0.24, -1.49], [-0.05, -0.07, -0.15], [-0.06, 0.13, 0.19], [-0.20, -0.10, -0.02], [0.11, 0.23, -0.20], [-0.22, -0.27, -0.02], [0.28, 0.35, 0.16], [0.23, -0.07, 0.29], [0.32, -0.22, 0.01], [-0.02, -0.21, -0.19], [-0.30, 0.10, -0.21], [-0.22, 0.23, 0.14], [0.01, 0.08, -0.25], [0.34, 0.13, -0.06], [0.25, -0.07, 0.31], [-0.17, -0.12, 0.50], [-0.34, -0.33, -0.19], [-0.27, -0.35, -0.07], [0.07, -0.18, -0.28], [0.22, 0.23, -0.29], [0.07, 0.21, 0.12], [-0.21, 0.01, 0.28]],
  "charge": 1,
  "total_energy_ha": -2043.07020,
  "max_force_ev_per_a": 3.1
}

=====

3.
{
  "formula": "C15H21N3O2S",
  "method": "ωB97M-V/def2-TZVPD",
  "symbols": ["C", "C", "O", "C", "C", "C", "C", "N", "C", "S", "N", "C", "C", "N", "C", "C", "O", "C", "C", "C", "C", "H", "H", "H", "H", "H", "H", "H", "H", "H", "H", "H", "H", "H", "H", "H", "H", "H", "H", "H", "H", "H"],
  "xyz": [[-5.708, -0.676, -0.173], [-4.454, 0.080, 0.200], [-4.492, 1.253, 0.507], [-3.180, -0.671, 0.174], [-3.064, -1.991, -0.267], [-1.840, -2.621, -0.283], [-0.687, -1.951, 0.139], [0.526, -2.627, 0.096], [1.800, -2.141, 0.292], [2.852, -3.076, 1.166], [2.176, -0.973, -0.261], [3.532, -0.513, -0.012], [3.721, 0.895, -0.599], [2.540, 1.718, -0.471], [2.212, 2.050, 0.904], [1.210, 3.204, 0.981], [-0.104, 2.689, 0.924], [1.443, 1.156, -1.246], [1.550, -0.373, -1.421], [-0.804, -0.646, 0.618], [-2.028, -0.021, 0.624], [-6.566, -0.018, -0.066], [-5.645, -1.015, -1.205], [-5.833, -1.542, 0.473], [-3.931, -2.534, -0.610], [-1.759, -3.642, -0.628], [0.468, -3.622, 0.271], [4.257, -1.214, -0.445], [3.692, -0.507, 1.070], [4.558, 1.384, -0.097], [3.960, 0.834, -1.664], [1.797, 1.207, 1.475], [3.140, 2.367, 1.387], [1.357, 3.744, 1.927], [1.397, 3.894, 0.148], [-0.736, 3.414, 0.967], [0.503, 1.416, -0.762], [1.454, 1.616, -2.242], [2.172, -0.605, -2.297], [0.564, -0.801, -1.587], [0.061, -0.131, 1.002], [-2.111, 0.992, 0.988]],
  "forces_ev_per_angstrom": [[-0.10, 0.30, 0.08], [-0.35, -0.01, -0.07], [-0.01, -0.06, -0.01], [0.57, -0.01, 0.09], [-0.09, 0.27, 0.13], [0.25, -0.04, 0.01], [-0.48, 0.30, 0.01], [-0.13, -0.29, -0.34], [0.39, -0.16, 0.19], [0.20, -0.34, 0.26], [-0.27, -0.16, 0.18], [0.40, 0.30, 0.09], [-0.06, -0.14, -0.03], [0.10, 0.07, 0.11], [-0.31, 0.35, -0.12], [0.53, 0.13, 0.23], [-0.47, -0.16, 0.03], [-0.13, -0.07, -0.26], [-0.20, 0.24, -0.32], [0.10, -0.16, 0.00], [-0.26, -0.06, -0.09], [0.02, 0.01, 0.00], [-0.01, -0.10, -0.08], [-0.02, -0.13, 0.00], [-0.10, -0.05, -0.03], [0.01, -0.08, -0.08], [0.13, 0.24, 0.05], [-0.06, 0.03, 0.11], [0.03, -0.03, -0.14], [0.04, -0.07, -0.07], [0.10, 0.00, 0.02], [0.07, 0.00, 0.09], [-0.03, -0.03, 0.05], [0.01, -0.04, -0.10], [0.05, -0.05, 0.10], [0.04, -0.03, -0.01], [0.04, -0.03, -0.13], [-0.14, -0.10, 0.01], [-0.10, -0.04, 0.05], [0.13, 0.04, -0.06], [0.11, 0.08, 0.02], [-0.01, 0.06, 0.03]],
  "total_energy_ha": -1297.11245,
  "max_force_ev_per_a": 0.6
}